# 1
The following is a DFT calculation (ωB97M-V with the def2-TZVPD basis set) of 2 unconnected molecules or ions with the total composition C5H13N.

## Properties
Charge = 0
SMILES string = C=CN.CCC
Kohn-Sham gap = 9.07 eV
E = -6883.58939 eV

Geometry as XYZ:
```
19
Properties=species:S:1:pos:R:3:forces:R:3
N -0.9459 2.2689 -0.5320 0.72 -0.49 -0.44
C 0.1054 1.4190 -0.9490 0.45 1.78 1.11
C 1.3781 1.6925 -0.6040 0.24 -0.11 -0.71
C 0.1920 -0.6760 1.3297 3.51 -0.87 -0.39
C 0.3799 -1.9821 0.5755 0.98 -1.00 1.29
C -0.9064 -2.3464 -0.0725 0.41 -0.32 -3.16
H -0.9010 3.0331 0.1416 0.53 -0.76 -0.47
H 0.2192 -0.9618 2.3127 0.03 -0.47 2.90
H -0.9150 -1.9385 -1.1596 -0.63 -0.75 1.83
H -0.2357 0.5540 -1.5470 0.44 0.61 0.46
H -1.8339 -2.2868 0.4384 -0.85 2.01 0.91
H -1.8479 1.9298 -0.7254 -1.02 -0.16 -0.05
H -0.7660 -0.3572 1.1951 -2.27 1.74 -0.83
H 0.6983 -2.8414 1.2378 -0.60 0.97 0.02
H 1.7774 2.5440 -0.0712 -1.07 0.53 0.38
H 2.2709 1.1699 -0.8768 -0.19 -1.10 -0.65
H -1.0335 -3.3897 -0.0557 0.75 -2.04 -1.24
H 1.0279 0.0334 1.2203 -0.91 -0.07 -0.26
H 1.2665 -2.0135 -0.0636 -0.51 0.51 -0.71
```
Positions in Å, forces in eV/Å.

# 2
The following is a DFT calculation (ωB97M-V with the def2-TZVPD basis set) of C5H13N in the gas phase.

## Properties
Charge = 0
SMILES string = CNCC(C)C
Kohn-Sham gap = 9.61 eV
E = -6885.37604 eV

Geometry as XYZ:
```
19
Properties=species:S:1:pos:R:3:forces:R:3
N 1.4246 -0.3516 0.4319 -0.40 0.60 -0.19
C -0.0324 -0.5615 0.3246 1.33 -0.10 0.43
C 2.0529 -0.8366 1.6238 -1.22 -0.48 1.64
C -0.5637 0.2465 -0.8516 0.48 -0.07 0.15
C -0.4115 1.7341 -0.6231 -0.95 0.81 0.86
C -1.9895 -0.2268 -1.1103 0.30 -0.74 -1.58
H -1.0404 2.0153 0.2280 -0.09 0.12 0.06
H 0.1230 0.0721 -1.6898 -0.43 -0.64 -0.24
H 0.5781 2.1084 -0.3678 0.21 -0.52 -0.16
H 1.8972 -0.5624 -0.4317 0.09 -0.29 0.06
H -0.7771 2.3252 -1.4584 -0.05 -0.07 -0.28
H 3.1334 -0.8077 1.6929 0.23 -0.36 -0.85
H -1.9543 -1.2700 -1.4668 0.07 -0.09 0.85
H -2.6361 -0.1340 -0.2407 -0.05 0.06 -0.04
H -0.3047 -1.6335 0.2531 0.15 0.17 -0.29
H -2.4518 0.1683 -2.0176 -0.09 0.94 0.35
H 1.8048 -0.2036 2.4975 -0.33 0.10 -0.39
H 1.6227 -1.8278 1.9259 0.79 0.23 -0.24
H -0.4753 -0.2544 1.2801 -0.05 0.32 -0.14
```
Positions in Å, forces in eV/Å.